Record 1
{"formula": "C4H9NO2", "method": "the ωB97M-V functional and the def2-TZVPD basis", "relative_energy_ev": 4.036, "gap_ev": [8.98, 8.98], "spin_multiplicity": 1, "homo_ev": [-8.74, -8.74], "symbols": ["O", "O", "N", "C", "C", "C", "C", "H", "H", "H", "H", "H", "H", "H", "H", "H"], "coordinates": [[0.91407, 0.95918, 1.21666], [-1.89649, -0.00413, 0.52641], [-0.75866, 1.21015, -1.43656], [1.36253, 0.09251, -0.91847], [0.01362, 0.16267, -0.82282], [-0.24838, -1.60964, 1.05440], [-0.63561, -0.35997, 0.34299], [-0.92250, 1.06252, -2.42286], [1.93996, -0.65258, -0.40189], [-2.02367, 0.77848, -0.06843], [-0.67830, -2.47238, 0.53734], [1.17030, 1.26321, 2.10329], [-0.31096, 2.11040, -1.28872], [-0.65524, -1.58093, 2.06470], [0.83030, -1.70465, 1.10681], [1.89904, 0.74517, -1.59284]], "forces_ev_per_angstrom": [[-0.31, -0.25, 0.08], [0.81, 0.27, 0.20], [-0.01, 0.22, -0.07], [-0.77, -0.29, -0.37], [0.94, 0.59, -0.18], [0.04, 0.19, 0.20], [-0.35, -0.38, 0.31], [0.04, 0.01, 0.03], [0.00, 0.03, 0.16], [0.03, -0.26, -0.09], [-0.01, 0.09, -0.06], [-0.32, -0.07, 0.01], [-0.07, -0.12, -0.07], [0.05, 0.00, -0.05], [-0.04, -0.02, -0.01], [-0.02, -0.02, -0.11]]}


Record 2
{"formula": "C4H9NO2", "method": "the ωB97M-V functional and the def2-TZVPD basis", "relative_energy_ev": 1.646, "gap_ev": 10.57, "spin_multiplicity": 1, "smiles": "C[C@@H](O)CC(N)=O", "homo_ev": -9.77, "symbols": ["O", "O", "N", "C", "C", "C", "C", "H", "H", "H", "H", "H", "H", "H", "H", "H"], "coordinates": [[0.87566, -1.98169, -0.47288], [-1.66135, 1.40526, 0.92929], [2.20750, -0.23840, -0.09344], [1.07459, -0.92565, 0.13002], [-1.10419, -0.14763, -1.02393], [-0.65081, 0.75853, 0.15505], [0.07959, -0.23659, 1.05386], [2.80922, -0.57953, -0.82564], [2.43825, 0.59238, 0.41948], [-2.26754, 1.86473, 0.33256], [0.57356, 0.20896, 1.92334], [-2.06236, -0.57255, -0.73147], [-0.44441, -1.19592, -1.09455], [-1.26930, 0.47806, -1.92060], [0.05950, 1.53945, -0.17216], [-0.65790, -0.96943, 1.39107]], "forces_ev_per_angstrom": [[0.55, 0.11, 0.90], [-0.13, -0.34, -0.38], [0.25, 0.16, -0.04], [0.65, -0.80, 0.47], [-0.19, -0.82, -0.09], [0.55, -0.60, -0.31], [0.21, -0.29, 0.12], [0.12, 0.06, 0.17], [0.04, 0.05, -0.09], [0.17, -0.15, 0.08], [-0.08, 0.05, -0.14], [-0.45, 0.21, 0.03], [-2.00, 3.39, -0.72], [0.28, -0.73, 0.09], [-0.16, -0.33, -0.13], [0.18, 0.03, 0.04]]}


Record 3
{"formula": "C4H9NO2", "method": "the ωB97M-V functional and the def2-TZVPD basis", "relative_energy_ev": 0.148, "gap_ev": 11.33, "spin_multiplicity": 1, "smiles": "CCCOC(N)=O", "homo_ev": -10.39, "symbols": ["O", "O", "N", "C", "C", "C", "C", "H", "H", "H", "H", "H", "H", "H", "H", "H"], "coordinates": [[-1.18005, -0.26982, -0.40806], [-1.16845, 1.99177, -0.68181], [-2.49792, 0.63584, -1.95278], [-1.56522, 0.88816, -0.98891], [2.25661, -0.37287, 1.16699], [1.19339, -0.45673, 0.07461], [-0.19158, -0.15646, 0.62293], [-0.47959, -0.88732, 1.38497], [2.02714, -1.05067, 1.99791], [-2.71261, 1.39841, -2.57355], [-2.59723, -0.30441, -2.29958], [-0.23517, 0.84898, 1.05030], [1.41618, 0.26039, -0.72461], [2.32653, 0.64241, 1.57348], [1.18710, -1.45646, -0.37792], [3.24239, -0.64575, 0.77865]], "forces_ev_per_angstrom": [[-0.09, 0.13, -0.07], [-0.11, -0.40, -0.11], [0.04, 0.04, -0.09], [0.04, 0.21, 0.00], [0.04, 0.00, 0.06], [-0.01, -0.01, -0.06], [0.15, 0.00, 0.19], [0.05, 0.09, -0.09], [0.03, 0.09, -0.12], [0.03, -0.09, 0.09], [0.01, 0.12, 0.09], [0.01, -0.15, -0.04], [-0.03, -0.09, 0.10], [-0.02, -0.14, -0.06], [0.00, 0.15, 0.07], [-0.14, 0.05, 0.05]]}


Record 4
{"formula": "C4H9NO2", "method": "the ωB97M-V functional and the def2-TZVPD basis", "relative_energy_ev": 3.870, "gap_ev": 9.78, "spin_multiplicity": 1, "smiles": "C/N=C\\OCCO", "homo_ev": -8.91, "symbols": ["O", "O", "N", "C", "C", "C", "C", "H", "H", "H", "H", "H", "H", "H", "H", "H"], "coordinates": [[1.48590, 0.45308, 1.05371], [-1.36625, 0.57840, 0.21855], [0.02554, 0.47911, -1.76621], [-0.75936, -0.51180, 0.97497], [0.67857, -0.78076, -1.78552], [0.40000, -0.00909, 1.82575], [-0.87283, 0.95244, -1.00761], [-1.55309, -0.89513, 1.63032], [-0.44044, -1.31714, 0.30847], [1.35656, -0.89119, -0.94331], [-0.06991, -1.58577, -1.80053], [0.03308, 0.77495, 2.50501], [1.19469, 1.23955, 0.57163], [1.22113, -0.80996, -2.73152], [-1.28964, 1.44136, -1.90082], [0.78728, -0.83222, 2.44158]], "forces_ev_per_angstrom": [[0.00, 0.26, -0.07], [0.01, 0.29, -0.72], [0.47, -0.57, -0.11], [0.05, 0.10, -0.14], [0.58, -0.46, 0.14], [-0.25, -0.06, 0.14], [0.55, -1.15, -1.32], [0.13, 0.20, -0.23], [-0.07, 0.21, 0.13], [0.24, -0.39, 0.02], [0.27, 0.04, 0.08], [0.05, -0.11, -0.10], [0.14, -0.14, 0.04], [0.19, -0.30, 0.20], [-2.18, 1.96, 2.11], [-0.17, 0.13, -0.16]]}


Record 5
{"formula": "C4H9NO2", "method": "the ωB97M-V functional and the def2-TZVPD basis", "relative_energy_ev": 6.129, "gap_ev": [8.65, 8.65], "spin_multiplicity": 1, "smiles": "C=C(CNO)OC", "homo_ev": [-8.24, -8.24], "symbols": ["O", "O", "N", "C", "C", "C", "C", "H", "H", "H", "H", "H", "H", "H", "H", "H"], "coordinates": [[2.50438, -0.07400, 1.23553], [-1.36424, 0.70655, -0.25943], [1.20087, -0.49424, 1.66023], [0.38746, -0.80752, 0.49021], [0.85509, 1.35434, -0.72035], [-2.21467, -0.27160, -0.87766], [-0.04502, 0.49099, -0.14879], [-0.46191, -1.40901, 0.82529], [1.38476, -1.35187, 2.17404], [2.29710, 0.81632, 0.83974], [-3.16478, 0.22301, -1.06288], [1.35331, 2.17454, -0.20908], [-1.79190, -0.65014, -1.81131], [-2.41597, -1.09801, -0.19083], [0.53901, 1.77933, -1.67331], [0.93651, -1.38870, -0.27141]], "forces_ev_per_angstrom": [[-0.43, 1.07, -0.53], [-0.25, -0.19, -1.78], [-0.07, -0.30, 0.29], [0.16, 0.06, 0.55], [-1.29, 1.19, -0.54], [-0.23, -0.27, 0.50], [0.74, -0.35, 0.11], [0.00, 0.20, 0.11], [0.12, 0.13, -0.08], [0.62, -1.24, 0.55], [0.09, 0.07, -0.12], [1.44, -1.02, 0.34], [0.01, 0.13, 0.09], [0.12, -0.07, -0.09], [-0.96, 0.49, 0.35], [-0.06, 0.10, 0.25]]}


Record 6
{"formula": "C4H9NO2", "method": "the ωB97M-V functional and the def2-TZVPD basis", "relative_energy_ev": 7.443, "gap_ev": [8.79, 8.79], "spin_multiplicity": 1, "smiles": "C=C(N)OO.C=C", "homo_ev": [-8.31, -8.31], "symbols": ["O", "O", "N", "C", "C", "C", "C", "H", "H", "H", "H", "H", "H", "H", "H", "H"], "coordinates": [[-0.59703, 0.44709, -1.37431], [-1.69213, -0.33558, -1.82090], [0.34239, 1.63175, 0.37190], [-0.50809, 0.56778, 0.10169], [1.79258, -0.93657, -0.48619], [-1.60254, 0.26035, 0.85621], [1.05465, -1.15149, 0.65028], [0.40317, -2.01121, 0.70001], [-1.45152, 0.08565, 1.90715], [1.30391, 1.35224, 0.52718], [1.63495, -1.50666, -1.38851], [2.63634, -0.26142, -0.47782], [-2.45605, 0.04383, -1.33311], [0.31001, 2.36357, -0.32331], [-2.61045, 0.27955, 0.48105], [1.43982, -0.82888, 1.60868]], "forces_ev_per_angstrom": [[0.01, 0.69, 1.94], [-0.44, 0.05, 0.58], [1.91, -0.54, 1.09], [-3.70, 1.24, -2.39], [-0.70, -0.79, 2.13], [1.38, 0.08, -0.45], [2.62, -1.36, -1.74], [-0.44, 0.25, -0.15], [-0.18, 0.83, 0.33], [0.02, 0.14, -0.26], [-0.28, 0.17, -0.13], [-0.02, 0.19, -0.07], [0.53, -0.24, -0.55], [-0.29, -0.16, -0.12], [-0.10, -1.18, -0.25], [-0.33, 0.62, 0.04]]}


Record 7
{"formula": "C4H9NO2", "method": "the ωB97M-V functional and the def2-TZVPD basis", "relative_energy_ev": 0.695, "gap_ev": 10.23, "spin_multiplicity": 1, "smiles": "NCCCC(=O)O", "homo_ev": -9.38, "symbols": ["O", "O", "N", "C", "C", "C", "C", "H", "H", "H", "H", "H", "H", "H", "H", "H"], "coordinates": [[-2.03172, -0.02178, 0.88010], [-1.45861, -0.89688, -1.09957], [2.18287, -0.49199, -0.73072], [-1.27286, -0.06343, -0.25734], [-0.27455, 1.06487, -0.30265], [0.83609, 0.94863, 0.71775], [1.61207, -0.35015, 0.62813], [2.01524, -1.40107, -1.13308], [3.17664, -0.30470, -0.75369], [-0.81263, 2.01217, -0.24080], [1.51062, 1.80342, 0.60492], [0.10661, 1.04657, -1.32331], [0.47444, 1.17895, 1.72747], [2.39905, -0.46966, 1.36888], [0.91479, -1.18752, 0.73327], [-2.43195, -0.89989, 0.95193]], "forces_ev_per_angstrom": [[0.60, -0.30, -0.03], [0.26, -0.19, 0.02], [0.08, 0.24, 0.13], [-0.53, 0.50, 0.44], [-0.33, -0.05, -1.06], [0.41, 1.08, 0.94], [-0.11, -0.60, -1.15], [0.03, -0.04, 0.05], [-0.10, -0.04, 0.02], [-0.06, -0.03, 0.43], [0.20, -0.14, -0.54], [0.33, -0.13, 0.12], [-0.31, -0.68, 0.00], [-0.16, 0.24, 0.36], [0.04, 0.04, 0.33], [-0.34, 0.10, -0.07]]}


Record 8
{"formula": "C4H9NO2", "method": "the ωB97M-V functional and the def2-TZVPD basis", "relative_energy_ev": 6.478, "gap_ev": [7.65, 7.87], "spin_multiplicity": 1, "homo_ev": [-8.67, -8.63], "symbols": ["O", "O", "N", "C", "C", "C", "C", "H", "H", "H", "H", "H", "H", "H", "H", "H"], "coordinates": [[1.34844, -0.41387, 0.42907], [-0.26671, -0.85097, 1.00790], [-1.46833, -0.02012, -2.38264], [-1.09657, 0.25871, -1.24676], [-1.14888, -1.02946, 0.06115], [-0.50107, 1.47526, -0.69554], [2.10690, -0.26417, 1.57709], [-1.76156, -0.96075, -2.62838], [0.51439, 1.20536, -0.34107], [-2.17385, -0.78884, 0.38566], [3.16243, -0.33855, 1.27918], [-1.04510, -1.96409, -0.51312], [-0.43376, 2.23850, -1.47196], [-1.07585, 1.82107, 0.16087], [1.90473, -1.06727, 2.30050], [1.93481, 0.69918, 2.07803]], "forces_ev_per_angstrom": [[-1.80, -0.93, -0.22], [2.66, 0.79, 1.76], [-0.13, 0.54, -1.57], [0.23, -2.86, 2.85], [-0.35, 1.63, -4.03], [0.63, 0.60, -0.22], [-0.30, -0.04, 0.80], [-0.04, -0.03, 0.53], [-0.74, 0.33, -0.22], [0.35, -0.23, 0.34], [-0.21, -0.01, -0.12], [-0.29, 0.04, 0.22], [-0.11, 0.08, 0.12], [-0.01, 0.11, 0.06], [0.08, 0.05, -0.17], [0.04, -0.07, -0.11]]}


Record 9
{"formula": "C4H9NO2", "method": "the ωB97M-V functional and the def2-TZVPD basis", "relative_energy_ev": 0.902, "gap_ev": 10.54, "spin_multiplicity": 1, "smiles": "C[C@@H](CO)NC=O", "homo_ev": -9.85, "symbols": ["O", "O", "N", "C", "C", "C", "C", "H", "H", "H", "H", "H", "H", "H", "H", "H"], "coordinates": [[-0.34663, -1.93660, 1.16225], [2.09445, -1.53615, 0.19139], [1.05581, 0.49488, -0.23487], [2.07532, -0.40058, -0.26463], [-0.29596, 0.37834, 0.34587], [-1.15270, 1.38747, -0.41084], [-0.95269, -1.02769, 0.29157], [-0.99861, -1.39498, -0.75165], [-2.15930, 1.46590, 0.00947], [1.29720, 1.39766, -0.63094], [-0.67912, 2.37540, -0.37155], [-2.00453, -0.93887, 0.61870], [0.58472, -1.94735, 0.88067], [-0.26003, 0.62142, 1.41745], [-1.22517, 1.06613, -1.45664], [2.96723, -0.00495, -0.79625]], "forces_ev_per_angstrom": [[-0.19, 0.01, -0.09], [-0.14, 0.53, -0.21], [0.44, -0.45, -0.11], [0.05, -0.05, -0.03], [-0.58, -0.20, 0.19], [0.07, -0.02, 0.02], [-0.13, 0.28, -0.18], [0.23, 0.10, 0.16], [0.19, -0.03, -0.03], [-0.21, -0.29, 0.11], [-0.20, -0.07, -0.08], [0.43, 0.26, -0.10], [0.28, -0.36, 0.21], [0.13, 0.10, -0.20], [-0.07, 0.17, 0.12], [-0.29, 0.01, 0.20]]}


Record 10
{"formula": "C4H9NO2", "method": "the ωB97M-V functional and the def2-TZVPD basis", "relative_energy_ev": 4.632, "gap_ev": 10.43, "spin_multiplicity": 1, "smiles": "C/C=N/OCCO", "homo_ev": -9.50, "symbols": ["O", "O", "N", "C", "C", "C", "C", "H", "H", "H", "H", "H", "H", "H", "H", "H"], "coordinates": [[-1.45646, -1.39690, 0.11507], [0.05830, 0.97185, -0.84086], [0.59057, 0.05965, 0.13921], [-0.85491, 0.18356, -1.60475], [-1.93407, -0.29468, -0.64375], [2.23202, -0.01707, 1.92207], [1.50831, 0.61807, 0.80676], [-1.21940, 0.91936, -2.30538], [3.40609, 0.40511, 1.90293], [2.21793, -1.17320, 1.82182], [-2.80853, -0.72279, -1.22612], [-2.53015, 0.39032, -0.10122], [1.80355, 1.65737, 0.47714], [-0.71107, -1.09787, 0.50589], [-0.63597, -0.77309, -2.01908], [1.82070, 0.43838, 2.89391]], "forces_ev_per_angstrom": [[-4.59, -1.29, -1.85], [1.32, -1.90, 0.22], [0.83, 1.33, 0.01], [-2.34, 1.48, 1.82], [-2.07, -2.22, -1.78], [2.63, 0.19, 0.95], [0.30, 1.59, -1.24], [-0.29, -0.17, -0.54], [-3.10, -1.39, -0.04], [-0.06, 2.09, 0.64], [1.14, 0.09, -0.07], [0.36, 1.50, 1.24], [-0.34, -0.94, 0.57], [3.87, 1.17, 2.05], [1.80, -0.32, -0.80], [0.53, -1.20, -1.18]]}


Record 11
{"formula": "C4H9NO2", "method": "the ωB97M-V functional and the def2-TZVPD basis", "relative_energy_ev": 9.152, "gap_ev": [5.31, 5.12], "s_squared": 0.7716, "total_charge": 1, "spin_multiplicity": 2, "homo_ev": [-14.62, -14.48], "symbols": ["O", "O", "N", "C", "C", "C", "C", "H", "H", "H", "H", "H", "H", "H", "H", "H"], "coordinates": [[2.02431, 0.73516, -0.71186], [-2.98482, -0.85280, 0.45858], [1.31078, -1.33460, -1.52324], [0.32792, 1.65869, 1.30066], [-0.65625, 0.81204, 0.87488], [1.41603, 0.01880, -1.54266], [-0.64180, -0.68420, 1.13172], [-3.51322, -1.63787, 0.29509], [-0.20953, -1.15539, 0.18926], [-0.00186, 2.69419, 1.40545], [0.98927, -1.59578, -2.45707], [1.33774, 1.27002, 1.40125], [-1.74683, -0.97939, 1.07849], [-0.22836, -0.94445, 2.12807], [-1.44718, 1.26346, 0.25082], [0.65317, 0.53652, -2.19008]], "forces_ev_per_angstrom": [[-0.96, -1.85, -1.83], [1.84, 1.81, 0.77], [-0.08, 0.47, -0.27], [-0.95, 0.42, 0.13], [-0.14, -3.00, 0.91], [0.24, 2.39, 2.14], [3.93, 3.84, -1.24], [0.14, -1.21, 0.28], [-1.26, -0.42, 1.00], [0.99, 0.07, -0.43], [0.17, -0.56, -0.13], [-0.08, 0.45, 0.70], [-4.30, -1.48, -1.25], [-0.23, -0.08, -0.84], [0.10, -0.45, 0.16], [0.60, -0.41, -0.10]]}


Record 12
{"formula": "C4H9NO2", "method": "the ωB97M-V functional and the def2-TZVPD basis", "relative_energy_ev": 6.818, "gap_ev": [8.95, 5.92], "s_squared": 0.7790, "total_charge": 1, "spin_multiplicity": 2, "homo_ev": [-16.33, -15.76], "symbols": ["O", "O", "N", "C", "C", "C", "C", "H", "H", "H", "H", "H", "H", "H", "H", "H"], "coordinates": [[-2.54911, -1.65305, -0.12136], [-0.22459, -2.23872, -0.01004], [-0.97884, -0.10679, 0.65842], [1.42133, 0.97844, 1.05390], [-0.94089, -1.54856, 0.68847], [0.23794, 0.77040, 0.03316], [0.72820, 0.30998, -1.27379], [-0.36358, 1.72827, -0.18325], [-1.60012, -0.01868, -0.19655], [2.17104, 0.17187, 1.19765], [-0.01221, 0.35434, -2.06301], [1.06171, 0.89907, 2.07503], [1.44824, 1.04719, -1.74465], [1.17546, -0.61583, -1.21179], [-3.50875, -1.97239, 0.07837], [1.93417, 1.89447, 1.01944]], "forces_ev_per_angstrom": [[-0.25, -0.13, 1.43], [-1.47, 2.18, 4.59], [2.50, -0.38, -3.01], [-1.42, -2.20, 1.28], [-1.91, -1.53, -7.15], [0.67, 2.81, 2.95], [-0.58, 1.50, -2.32], [0.97, -1.12, 0.89], [-0.53, -0.20, 1.50], [-0.33, 0.11, -1.42], [-0.60, -0.58, -0.09], [-0.75, 0.61, 0.24], [-0.41, -0.48, 1.31], [1.07, -2.07, -0.06], [2.63, 0.19, 0.53], [0.41, 1.28, -0.68]]}


Calculated DFT total energy in order - -362.9372; -363.0250; -363.0801; -362.9433; -362.8603; -362.8120; -363.0600; -362.8475; -363.0524; -362.9153; -362.4237; -362.5094 a.u.